Entry 1:
This record from the OMol25 dataset describes a structure of composition C26H42BLiN9O6P. The level of theory is ωB97M-V/def2-TZVPD.

Structure (XYZ):
```
86
Properties=species:S:1:pos:R:3:forces:R:3
Li 0.137638 0.982102 -0.356875 -0.48 -0.06 0.00
C 1.968487 3.602221 0.503612 -0.02 0.01 0.01
C 0.733635 3.417686 1.328873 0.04 0.00 -0.03
C 0.291960 4.150248 2.443154 0.02 0.02 -0.01
C -0.867928 3.519482 2.827278 -0.01 -0.04 0.02
N -1.099492 2.501056 1.976935 0.05 -0.01 0.01
N -0.105497 2.429706 1.062568 0.12 0.13 0.00
B -2.103304 1.352017 2.171335 0.05 -0.08 0.04
N -2.750694 0.917562 0.828840 -0.10 0.05 0.06
C -4.011507 0.466479 0.684269 0.04 0.08 -0.05
C -4.212885 0.193829 -0.651019 0.00 0.03 0.00
C -2.992661 0.525153 -1.268904 -0.07 -0.03 -0.05
C -2.675039 0.512628 -2.730000 -0.01 -0.02 0.03
N -2.111627 0.937620 -0.363887 0.09 -0.10 0.04
N -1.399887 0.143036 2.796584 0.01 0.10 -0.04
C -1.696428 -1.163218 2.647902 -0.01 0.00 -0.03
C -0.801996 -1.888146 3.398131 0.02 -0.01 0.00
C 0.022355 -0.909260 3.995100 0.01 -0.01 0.03
C 1.199211 -1.105252 4.894055 0.00 -0.01 0.00
N -0.353953 0.305181 3.632144 -0.01 -0.01 -0.03
N -3.251663 1.856930 3.076870 -0.01 0.00 -0.06
C -4.013969 2.951270 2.866989 0.02 -0.05 0.00
C -5.041076 2.933350 3.781565 0.00 0.00 0.01
C -4.825868 1.752086 4.521618 0.01 0.01 0.01
C -5.635831 1.202454 5.653660 0.00 0.00 -0.01
N -3.751798 1.112466 4.085829 0.00 -0.03 -0.01
H 2.461738 4.541566 0.751702 0.00 0.00 0.00
H 1.734086 3.610188 -0.562285 0.00 0.00 0.00
H 2.674722 2.788464 0.680533 0.00 0.00 0.00
H 0.760006 5.004724 2.901777 0.00 0.00 0.00
H -1.530832 3.706312 3.653655 0.00 0.01 0.02
H -4.670953 0.391272 1.534157 0.00 0.00 0.01
H -5.113482 -0.162576 -1.122514 0.00 0.00 0.00
H -3.495353 0.062519 -3.289578 0.00 -0.02 0.00
H -1.750683 -0.022564 -2.932065 -0.01 0.04 -0.01
H -2.528424 1.530482 -3.095499 0.00 0.00 0.00
H -2.529975 -1.480538 2.040992 0.00 0.01 -0.01
H -0.742596 -2.959512 3.500243 0.00 0.00 0.01
H 0.909484 -1.575670 5.836406 0.00 0.00 0.00
H 1.650612 -0.138730 5.113878 -0.01 0.00 0.00
H 1.949807 -1.738442 4.416964 0.00 0.01 0.00
H -3.769389 3.650398 2.084114 0.00 0.02 -0.01
H -5.825850 3.661222 3.906222 0.00 0.00 0.00
H -6.359710 1.939470 6.001873 0.00 0.00 0.00
H -4.992940 0.927162 6.489675 0.00 0.00 0.00
H -6.183083 0.308145 5.349890 0.00 0.00 0.00
N -0.682623 -1.969934 -0.714158 0.00 -0.07 -0.06
C 0.367252 -2.621324 -0.170112 0.02 0.03 -0.02
C 1.529851 -1.348684 1.054542 0.02 0.04 0.07
O 2.311896 -2.095602 1.546600 -0.01 0.02 -0.03
O 1.085866 -0.258514 0.888748 0.02 -0.09 -0.01
H -1.486901 -1.786764 -0.134719 0.01 0.04 0.04
H -0.464498 -1.237598 -1.395589 0.01 -0.01 0.04
H 1.204806 -2.798342 -0.834368 0.00 -0.02 0.00
H 0.164291 -3.347916 0.605231 -0.02 0.00 0.00
C -0.142993 -1.676070 -4.778297 0.01 -0.01 0.02
C 1.189100 -2.272054 -4.337427 0.00 0.01 0.00
C 2.251162 -2.096388 -5.416269 0.00 0.01 -0.01
C 1.015970 -3.742758 -3.984708 0.00 -0.01 0.00
O 1.647200 -1.664204 -3.112738 -0.01 -0.05 0.01
P 1.653707 -0.061541 -2.827157 0.06 0.05 0.03
O 2.025188 0.694880 -4.041944 0.00 -0.01 -0.03
O 0.370127 0.274617 -2.106654 0.18 0.05 0.04
O 2.757297 -0.012698 -1.658094 0.03 0.02 -0.03
C 4.164116 -0.328386 -1.732581 0.00 0.00 0.01
C 4.779456 0.060385 -3.071054 -0.02 0.00 0.00
C 4.344461 -1.819054 -1.466483 -0.01 -0.01 0.00
C 4.785495 0.486385 -0.605874 -0.01 0.00 0.00
H -0.497786 -2.190558 -5.674215 0.01 0.00 0.00
H -0.034954 -0.614770 -5.002208 0.00 0.01 0.00
H -0.888740 -1.799416 -3.991228 0.00 -0.01 -0.01
H 1.924481 -2.570328 -6.344757 0.00 -0.01 0.00
H 3.185687 -2.565174 -5.099062 0.00 0.01 0.00
H 2.426325 -1.035714 -5.591229 0.00 -0.01 0.00
H 0.707551 -4.311368 -4.864386 0.00 0.00 0.00
H 0.258969 -3.855804 -3.206879 0.00 0.00 0.00
H 1.957665 -4.152647 -3.615105 0.00 0.00 0.00
H 4.366738 -0.533040 -3.885756 0.00 0.00 0.00
H 5.858225 -0.107183 -3.022944 0.00 0.00 0.00
H 4.584633 1.107785 -3.297066 0.00 0.00 0.00
H 3.868395 -2.404578 -2.252380 0.00 0.00 0.00
H 3.899465 -2.089238 -0.507700 0.01 0.00 -0.01
H 5.408661 -2.064335 -1.437014 0.00 0.00 0.00
H 4.644752 1.551736 -0.794956 0.00 0.00 0.00
H 5.854599 0.278962 -0.529088 0.00 0.00 0.00
H 4.307722 0.234645 0.342336 0.00 0.00 0.00
```
Forces are in eV/Å.

Summary:
Calculated total energy, eV: -63521.581
Charge: -1
Kohn-Sham gap (spin up / spin down), eV: 7.432 / 8.311
LUMO level (spin up / spin down), hartree: 0.100 / 0.082
Multiplicity: 2

=====

Entry 2:
This record from the OMol25 dataset describes a structure of composition C26H42BrF6N4O8S3ScSi. The level of theory is ωB97M-V/def2-TZVPD.

Structure (XYZ):
```
92
Properties=species:S:1:pos:R:3:forces:R:3
Sc -1.329568 0.178340 0.164665 0.50 -0.59 -0.22
C 4.250216 -2.151306 3.119552 0.00 0.01 -0.02
C 3.834075 -0.984694 2.233927 0.01 0.01 0.06
N 3.294834 -1.398062 0.942285 0.00 -0.08 -0.08
C 4.224905 -1.548773 -0.181483 0.05 0.00 -0.02
C 4.719358 -2.977873 -0.371824 0.00 0.02 0.00
C 2.006498 -1.735022 0.804565 -0.26 0.07 0.03
S 0.883613 -1.685222 2.071166 0.12 0.14 -0.22
N 1.663947 -2.227921 -0.430107 0.11 -0.02 0.07
C 0.741592 -1.733661 -1.164898 0.12 0.12 0.10
O 0.122445 -0.600193 -0.919758 -0.58 0.25 0.15
C 0.391418 -2.450678 -2.420405 0.03 -0.03 -0.02
C 1.371925 -3.182286 -3.085414 -0.01 0.00 0.01
C 1.062887 -3.859196 -4.253271 0.00 0.00 -0.01
C -0.231290 -3.824229 -4.755990 0.00 0.00 0.01
C -1.214208 -3.110628 -4.086257 0.00 0.00 0.00
C -0.902912 -2.421271 -2.924103 -0.01 0.02 -0.01
H 4.587990 -1.778099 4.087542 0.00 0.00 0.00
H 5.064317 -2.723828 2.675221 0.00 0.00 0.01
H 3.401215 -2.813526 3.285271 0.00 0.00 0.00
H 4.682909 -0.329139 2.033602 0.01 0.00 -0.01
H 3.069100 -0.398949 2.736775 0.01 -0.01 -0.02
H 5.064727 -0.880779 0.011749 -0.01 0.01 0.01
H 3.737944 -1.196327 -1.089187 -0.02 -0.01 0.02
H 5.307841 -3.311637 0.482155 0.00 -0.01 0.00
H 5.349852 -3.037221 -1.260590 0.00 0.01 0.00
H 3.875566 -3.653822 -0.499742 0.00 -0.01 0.00
H 2.373706 -3.210192 -2.677467 0.00 0.00 0.00
H 1.832348 -4.415000 -4.773272 0.00 0.00 0.00
H -0.473358 -4.356531 -5.666784 0.00 0.00 0.00
H -2.227092 -3.087230 -4.466586 0.00 0.00 0.00
H -1.673132 -1.875275 -2.400916 0.01 -0.01 0.00
O -2.592058 -2.384828 2.566281 0.01 -0.12 0.12
N -2.262161 -1.566322 1.780901 -0.28 0.08 0.02
O -2.024739 -0.341740 2.100658 0.02 0.18 0.17
O -2.120677 -1.787581 0.536143 -0.01 0.07 -0.23
F -5.873079 1.919266 0.837215 0.02 0.00 0.01
C -5.012169 1.270019 0.073000 -0.04 -0.01 0.00
F -4.415687 0.323686 0.798269 -0.03 0.02 -0.02
F -5.655819 0.698318 -0.934271 0.00 0.02 0.02
S -3.727977 2.480919 -0.575319 0.07 0.26 0.16
O -2.481185 2.067948 0.089289 0.02 -0.25 0.14
O -4.201670 3.778920 -0.254422 -0.01 0.01 -0.02
N -3.670791 2.253060 -2.123784 0.01 -0.11 -0.10
S -2.957730 0.966942 -2.675414 -0.01 -0.03 -0.19
O -2.664884 0.016989 -1.589664 0.18 -0.01 -0.02
O -3.560283 0.446673 -3.847621 -0.05 -0.01 0.03
C -1.292276 1.580947 -3.188908 0.03 0.03 0.09
F -0.621929 0.625681 -3.803206 -0.01 -0.02 0.01
F -0.616966 1.954814 -2.085391 -0.02 0.01 -0.06
F -1.418108 2.627430 -3.986692 0.00 0.01 0.00
C -2.651531 2.988853 3.218076 -0.01 -0.02 0.05
C -1.577757 4.081484 3.330916 0.03 -0.01 -0.02
C -1.777819 5.047794 2.153969 0.03 0.01 -0.03
C -1.842919 4.850686 4.638246 0.02 0.01 -0.02
Si 0.212390 3.392455 3.313919 -0.06 -0.01 0.01
Br 0.432293 2.002766 1.426151 -0.02 0.03 0.01
C 1.560322 4.691397 2.897085 0.02 -0.01 -0.01
C 1.376735 5.919877 3.805193 0.03 0.02 -0.03
C 2.965415 4.120253 3.141370 0.01 -0.03 -0.01
C 1.534156 5.160866 1.432837 0.03 0.04 0.05
C 0.658383 2.238063 4.772221 -0.02 0.02 -0.01
C 1.110469 3.075747 5.981666 -0.01 -0.01 0.01
C -0.553200 1.390632 5.188507 0.00 -0.01 -0.02
C 1.771462 1.244700 4.415836 0.00 0.00 0.02
H -3.608414 3.462762 2.974706 0.02 0.01 0.01
H -2.786899 2.441729 4.145594 0.02 -0.05 0.07
H -2.439919 2.270696 2.435421 0.03 -0.09 -0.09
H -2.824763 5.362710 2.125920 0.00 -0.01 0.01
H -1.556833 4.577841 1.193773 0.00 0.00 -0.01
H -1.170167 5.946982 2.253646 0.01 0.00 -0.03
H -2.857169 5.260334 4.598541 0.01 0.00 -0.01
H -1.159273 5.686017 4.786098 0.00 0.01 0.02
H -1.792958 4.204695 5.514641 0.02 -0.03 0.03
H 1.344268 5.662152 4.865410 0.00 0.01 0.00
H 0.472639 6.476712 3.559676 0.00 0.01 0.01
H 2.224731 6.595859 3.657805 0.00 0.01 0.01
H 3.144952 3.875493 4.187534 0.03 0.00 -0.07
H 3.705183 4.872309 2.850434 -0.01 0.01 -0.01
H 3.149204 3.227647 2.539604 0.01 0.02 0.00
H 0.590372 5.614778 1.143217 -0.04 -0.01 -0.02
H 1.747445 4.345495 0.743059 0.00 0.02 -0.01
H 2.316580 5.915426 1.301388 -0.01 0.01 0.01
H 0.367801 3.813514 6.288100 -0.04 0.03 0.01
H 2.050928 3.596436 5.798204 -0.06 -0.01 0.05
H 1.271279 2.404199 6.830656 -0.01 0.00 0.00
H -1.341085 1.988785 5.642279 -0.06 0.04 0.00
H -0.227175 0.663334 5.938392 0.00 0.00 -0.01
H -0.973704 0.829000 4.350961 0.00 0.00 0.01
H 2.691965 1.723288 4.087112 0.00 0.00 -0.02
H 1.438200 0.548961 3.646510 0.03 -0.02 0.02
H 2.006126 0.653115 5.307145 0.00 0.01 0.01
```
Forces are in eV/Å.

Summary:
Calculated total energy, eV: -197419.031
Kohn-Sham gap, eV: 8.191
LUMO level, hartree: 0.001
Multiplicity: 1

=====

Q: Which of these has the lowest calculated total energy?
A: C26H42BrF6N4O8S3ScSi

=====

Q: The highest calculated total energy belongs to which entry?
A: C26H42BLiN9O6P

=====

Q: multiplicity of number 2 (C26H42BrF6N4O8S3ScSi)?
A: 1